# C4H7NO2

A structure of composition C4H7NO2 (ωB97M-V/def2-TZVPD, OMol25).

Geometry as XYZ:
```
14
Properties=species:S:1:pos:R:3:forces:R:3:lowdin_charge:R:1
C 0.871 1.594 -0.282 0.1 -0.1 0.0 -0.04
C 0.142 0.269 -0.508 0.0 0.0 -0.1 -0.19
C 0.216 -0.784 0.603 0.1 0.1 0.2 -0.31
O -0.973 -0.125 1.242 0.1 -0.4 0.2 0.06
C -1.281 0.401 0.032 -0.9 0.3 -0.9 -0.49
O -2.350 0.734 -0.390 0.8 0.1 0.5 0.14
N -0.143 -2.079 0.167 0.6 -0.3 0.2 0.08
H 0.652 2.007 0.710 0.1 -0.1 -0.2 0.09
H 1.949 1.460 -0.381 0.0 0.1 0.0 0.08
H 0.544 2.326 -1.031 0.1 -0.2 0.2 0.09
H 0.320 -0.120 -1.512 -0.3 0.1 0.0 0.15
H 1.067 -0.822 1.297 -0.4 0.4 0.0 0.15
H -0.340 -2.273 -0.805 -0.3 0.3 0.4 0.09
H -0.672 -2.588 0.859 0.0 -0.2 -0.4 0.09
```
Forces are in eV/Å.

* calculated total energy: -9846.0376 eV
* strongest force on any atom: 0.026 Eh/bohr
* Kohn-Sham gap: 0.4027 Eh